Entry 1:
Formula: C44H100B5F20N12O4
Source: OMol25
Level of theory: the ωB97M-V functional and the def2-TZVPD basis

**LUMO**: -5.94 eV
**Total charge**: +3
**Energy**: -4816.19559 hartree
**Maximum force**: 4.965 eV/A
**Frontier orbital gap**: 8.4 eV
**Relative energy (zero: lowest compared OMol25 entry of this formula, charge and spin)**: 5.085 eV

Geometry as XYZ:
```
185
Properties=species:S:1:pos:R:3:mulliken_charge:R:1
C 5.8550 3.9610 -1.4360 -1.27
C 5.9940 2.6545 -0.6718 0.37
N 6.6485 1.6392 -1.5236 0.78
C 6.1016 0.6417 -2.3248 -0.41
C 7.1636 -0.0330 -2.9354 -0.95
N 8.3619 0.5685 -2.5882 0.26
C 8.0319 1.5514 -1.7177 -0.34
C 9.6556 -0.0324 -2.8650 -0.81
H 5.3237 3.7953 -2.3733 0.37
H 6.7745 4.4326 -1.7827 0.39
H 5.4534 4.8716 -0.9912 0.30
H 4.9962 2.2659 -0.4677 -0.62
H 6.5171 2.7705 0.2774 0.31
H 5.0476 0.4346 -2.4373 0.62
H 7.2104 -0.9565 -3.4934 0.45
H 8.7730 2.1849 -1.2530 0.48
H 9.5169 -0.6421 -3.7578 0.31
H 9.9201 -0.6693 -2.0208 0.35
H 10.4422 0.6942 -3.0687 0.34
C 1.9570 5.2285 -0.3942 -0.77
C 1.9157 5.7497 1.0816 -0.55
N 0.9418 4.9902 1.8683 0.32
C -0.3661 4.7852 1.4930 -1.05
C -0.9782 4.1509 2.5381 -0.98
N -0.0857 4.0789 3.5871 0.26
C 1.1368 4.5569 3.1176 -0.36
C -0.3698 3.4942 4.8541 -0.88
H 1.9738 4.1452 -0.2752 0.06
H 2.8852 5.5279 -0.8809 0.44
H 1.1062 5.5687 -0.9846 0.33
H 1.6947 6.8167 1.1116 0.37
H 2.8449 5.8173 1.6474 0.30
H -0.6803 5.2149 0.5533 1.00
H -2.0058 3.8213 2.5803 0.86
H 2.0421 4.6624 3.6971 0.54
H -0.6482 4.3617 5.4524 0.33
H 0.4757 2.8841 5.1719 0.39
H -1.2636 2.8768 4.7645 0.28
C -5.1833 -4.6449 8.4401 -1.24
C -4.4119 -5.1363 7.1900 -0.26
N -4.2054 -4.1329 6.1524 0.20
C -3.8312 -2.7989 6.3878 -0.55
C -3.5491 -2.1251 5.2358 -0.59
N -3.5749 -3.1229 4.2393 0.39
C -4.0781 -4.2741 4.7737 -0.18
C -3.1517 -2.9614 2.8286 -0.75
H -6.2046 -4.3247 8.2336 0.35
H -4.7103 -3.8206 8.9739 0.36
H -5.3313 -5.4487 9.1613 0.39
H -4.8656 -6.0294 6.7602 0.34
H -3.4002 -5.3946 7.5031 0.31
H -3.6138 -2.4942 7.4009 0.38
H -3.1381 -1.1395 5.0745 0.67
H -4.1671 -5.2401 4.2992 0.39
H -4.0491 -2.4773 2.4435 0.49
H -2.8749 -3.8795 2.3103 0.27
H -2.3192 -2.2631 2.7415 -0.03
C -3.2078 -0.0231 -0.5656 0.36
C -2.5726 1.3217 -0.0322 -0.06
N -1.2121 1.1184 0.4021 0.84
C -0.9018 0.3358 1.4257 -1.09
C 0.5529 0.3929 1.4705 -1.09
N 1.0520 1.1602 0.4519 1.39
C -0.0846 1.5268 -0.2721 -0.69
C 2.4414 1.4606 0.2537 -1.20
H -4.2910 -0.0298 -0.6870 -0.02
H -3.0077 -0.8256 0.1444 -0.09
H -2.6924 -0.3078 -1.4829 -0.47
H -3.1122 1.6959 0.8378 0.47
H -2.5599 2.0500 -0.8431 -0.57
H -1.6302 -0.0356 2.1314 1.29
H 1.1686 0.0924 2.3054 0.79
H -0.0579 2.1117 -1.1796 0.36
H 2.8911 2.2180 0.8958 0.21
H 2.4965 1.8518 -0.7622 0.69
H 3.0931 0.5949 0.3717 -0.19
C -3.1987 2.4180 -4.5184 -0.89
N -2.0593 2.2675 -5.5993 0.38
C -2.6238 2.7031 -6.9677 -0.95
C -0.9187 3.2394 -5.1923 -0.79
C -1.6061 0.8095 -5.6435 -1.16
C -1.6573 0.1335 -4.2523 -0.45
O -0.8227 0.6281 -3.2461 1.01
H -3.5613 3.4421 -4.6075 0.50
H -2.7435 2.3121 -3.5337 0.11
H -4.0031 1.7320 -4.7838 0.32
H -2.8685 3.7632 -7.0335 0.37
H -3.5547 2.1712 -7.1644 0.39
H -1.8815 2.4889 -7.7366 0.40
H -0.7177 3.3988 -4.1329 0.14
H -1.0827 4.1739 -5.7287 0.35
H 0.0487 2.8661 -5.5283 0.38
H -0.7255 0.8000 -6.2858 0.49
H -2.4033 0.2543 -6.1378 0.40
H -1.2439 -0.8623 -4.4128 0.17
H -2.6656 -0.1571 -3.9572 0.63
H 0.0847 0.5843 -3.5563 -0.54
C -8.9213 -0.4973 -1.0215 -0.91
N -8.0796 -0.8962 -2.2421 0.29
C -8.2238 0.2552 -3.3211 -0.86
C -6.6075 -0.8279 -1.8830 -1.64
C -8.4825 -2.2400 -2.8038 -0.53
C -8.2950 -3.4121 -1.9187 -0.49
O -9.3884 -3.6442 -0.9670 -0.49
H -8.6610 0.4135 -0.4822 0.40
H -9.0008 -1.2144 -0.2044 0.34
H -9.9421 -0.3335 -1.3667 0.41
H -7.9467 1.2720 -3.0430 0.36
H -9.2273 0.1616 -3.7362 0.37
H -7.5732 -0.0716 -4.1324 0.39
H -6.4168 0.2264 -1.6824 0.75
H -5.9930 -1.3396 -2.6237 0.40
H -6.3239 -1.4082 -1.0050 0.49
H -7.8985 -2.5106 -3.6835 0.41
H -9.5358 -2.1624 -3.0730 0.41
H -7.3352 -3.2519 -1.4275 0.19
H -8.1387 -4.2791 -2.5604 0.50
H -9.4555 -4.5957 -0.8583 0.31
C 7.1736 -2.2636 -0.1761 -0.89
N 6.4734 -2.5986 1.2055 0.24
C 4.9764 -2.2222 1.1354 -1.12
C 6.6028 -4.1601 1.5783 -0.90
C 7.2170 -1.8340 2.3911 -0.79
C 7.2154 -0.2817 2.4673 -0.64
O 5.9459 0.2350 2.7677 -0.42
H 7.1038 -1.1878 -0.3366 0.19
H 6.7042 -2.9204 -0.9085 0.45
H 8.2325 -2.4933 -0.2948 0.44
H 4.8456 -1.1489 0.9975 -0.05
H 4.5467 -2.3949 2.1222 0.52
H 4.5218 -2.7689 0.3093 0.63
H 6.0317 -4.4325 2.4659 0.38
H 7.6246 -4.3479 1.9080 0.38
H 6.1050 -4.7464 0.8060 0.36
H 8.2532 -2.0770 2.1557 0.43
H 6.9715 -2.3860 3.2983 0.56
H 7.7303 0.1488 1.6085 0.25
H 7.6752 -0.0531 3.4288 0.54
H 6.0891 1.1548 3.0023 0.45
C -0.8820 -3.0815 -2.2290 -1.07
N 0.4160 -3.4138 -1.4701 0.33
C 1.1456 -4.6034 -2.0772 -0.82
C 1.3173 -2.1760 -1.6189 -0.27
C -0.0654 -3.5661 -0.0011 0.04
C 0.9428 -4.2241 1.0130 -1.07
O 2.2589 -3.7542 0.8478 -0.19
H -1.4312 -4.0157 -2.1118 0.51
H -0.6638 -2.9812 -3.2922 0.33
H -1.2866 -2.1983 -1.7345 0.41
H 0.6613 -5.5363 -1.7887 0.39
H 2.0766 -4.6932 -1.5174 0.26
H 1.3668 -4.4997 -3.1395 0.36
H 2.2532 -2.3205 -1.0791 -0.20
H 0.7398 -1.3119 -1.2905 -0.15
H 1.4185 -2.1507 -2.7039 0.60
H -0.9524 -4.1976 0.0500 0.37
H -0.3882 -2.5548 0.2465 -0.06
H 1.0629 -5.2801 0.7709 0.48
H 0.5924 -4.2794 2.0436 0.49
H 2.8532 -4.4138 1.2130 0.20
B -0.0492 -0.5553 4.8066 -0.05
F -1.2960 -0.1063 4.5060 -0.19
F 0.9100 0.3546 4.4937 -0.12
F 0.1978 -0.8162 6.1515 -0.30
F 0.1728 -1.6369 4.0221 -0.24
B 2.4270 0.5372 -3.5189 0.15
F 1.7258 1.7425 -3.6094 -0.28
F 2.7720 0.2109 -2.2405 -0.23
F 1.6414 -0.4085 -4.1306 -0.37
F 3.5929 0.6983 -4.2584 -0.33
B -1.7495 4.9546 -2.1481 -0.12
F -0.7543 4.1378 -1.8454 0.24
F -1.8454 6.0542 -1.3033 -0.37
F -1.6319 5.4451 -3.4496 -0.34
F -2.9486 4.2370 -2.0712 -0.37
B 4.8700 3.4148 3.0988 0.18
F 3.8993 2.4901 3.2727 -0.22
F 4.6431 4.1673 1.9482 -0.23
F 5.0047 4.1700 4.2231 -0.32
F 6.0404 2.7094 3.0061 -0.47
B -5.9417 0.6753 2.4487 0.10
F -5.3668 0.0350 3.5355 -0.25
F -5.8802 -0.0786 1.3664 -0.09
F -7.1901 1.1184 2.8393 -0.35
F -5.1370 1.8036 2.2815 -0.37
```



Entry 2:
Formula: C44H103BN3O14
Source: OMol25
Level of theory: the ωB97M-V functional and the def2-TZVPD basis

**LUMO**: -4.00 eV
**Total charge**: +1
**Energy**: -2980.48637 hartree
**Maximum force**: 2.506 eV/A
**Frontier orbital gap**: 7.6 eV

Geometry as XYZ:
```
165
Properties=species:S:1:pos:R:3:mulliken_charge:R:1
C -7.2174 -1.3750 -2.0233 -1.39
C -6.4001 -2.6390 -1.7338 -0.02
C -5.2257 -2.7189 -2.7510 -0.92
C -3.9914 -2.0418 -2.1466 -0.20
C -2.7414 -2.2082 -3.0160 -0.56
C -2.7224 -1.3200 -4.2723 -1.02
C -3.0856 0.1559 -4.0170 -1.27
C -2.1367 0.7938 -3.0077 0.51
C -0.7530 1.0942 -3.6255 -0.36
C 0.0195 2.0760 -2.6968 -1.71
C 0.7901 1.3535 -1.6327 -0.09
C 1.9576 0.6617 -1.9645 1.41
C 2.5283 0.5333 -3.3506 0.03
O 2.0610 0.9915 -4.3692 -0.49
O 3.6851 -0.2286 -3.3884 -0.31
C 3.4384 -1.5492 -3.8508 -0.62
O 3.2419 -2.3755 -2.7488 -0.16
C 2.3687 -3.4629 -2.9943 -0.63
C 1.7096 -3.9069 -1.6830 0.49
C 2.4359 -5.0806 -0.9956 -1.24
C 2.6555 0.0367 -0.9752 -0.80
C 2.2139 0.0575 0.3069 -0.58
N 2.9338 -0.6359 1.2858 -0.07
N 1.0948 0.7043 0.6206 0.83
C 0.6374 0.6508 2.0131 -1.30
C 0.0672 -0.7286 2.4238 0.33
C -1.2388 -0.6006 3.2428 -0.22
C -1.3164 -1.7071 4.2896 -0.78
O -1.8297 -2.9084 3.7356 -0.47
C 0.3918 1.3393 -0.3463 -0.25
B -0.9789 2.1174 0.0192 1.19
O -2.1915 1.4855 0.0452 -0.46
N -0.8964 3.5306 0.2751 -0.39
C -0.4372 3.8464 1.6392 -1.20
C -2.1850 4.2088 0.0733 -1.07
H -7.6831 -1.4932 -2.9999 0.39
H -7.9972 -1.2839 -1.2716 0.41
H -6.5880 -0.4917 -2.0301 0.26
H -6.9896 -3.5429 -1.8213 0.30
H -5.9349 -2.5536 -0.7533 0.09
H -5.0198 -3.7550 -3.0130 0.41
H -5.5070 -2.1634 -3.6479 0.36
H -3.8081 -2.5278 -1.1842 0.32
H -4.2342 -0.9998 -1.9410 0.06
H -1.8552 -2.0297 -2.4068 -0.03
H -2.7532 -3.2397 -3.3668 0.63
H -3.3707 -1.6901 -5.0624 0.48
H -1.6925 -1.3251 -4.6361 0.46
H -4.0953 0.2391 -3.6194 0.31
H -3.0132 0.6614 -4.9776 0.63
H -1.9626 0.1472 -2.1544 -0.35
H -2.5203 1.7501 -2.6583 0.09
H -0.1879 0.1670 -3.6584 0.32
H -0.8753 1.5266 -4.6119 0.45
H -0.6470 2.8508 -2.3221 0.59
H 0.7497 2.5962 -3.3100 0.69
H 2.5731 -1.5493 -4.5207 0.43
H 4.3040 -1.8379 -4.4454 0.32
H 1.5659 -3.2101 -3.6933 0.30
H 2.8930 -4.3201 -3.4222 0.43
H 1.7186 -3.0261 -1.0384 -0.45
H 0.6670 -4.1502 -1.8641 0.35
H 1.8821 -5.9961 -1.1663 0.38
H 3.4622 -5.1722 -1.3371 0.36
H 2.4741 -4.8799 0.0720 0.20
H 3.5489 -0.5025 -1.2355 0.74
H 3.8083 -0.9471 0.8791 0.37
H 3.2266 -0.0007 2.0276 0.21
H 1.5030 0.8229 2.6432 0.46
H -0.0697 1.4265 2.2770 -0.12
H -0.0381 -1.3884 1.5642 0.39
H 0.7903 -1.2122 3.0740 -0.19
H -1.2498 0.3769 3.7239 0.46
H -2.1213 -0.7266 2.6163 0.12
H -1.8897 -1.4038 5.1644 0.47
H -0.3100 -1.9363 4.6400 0.15
H -2.7174 -3.0608 4.0661 0.30
H -2.1310 0.5989 0.4197 0.08
H -0.6163 4.9057 1.8065 0.44
H 0.6349 3.7074 1.7670 0.28
H -1.0255 3.3227 2.4034 0.30
H -2.8987 3.9272 0.8513 0.36
H -2.6437 3.9457 -0.8794 0.31
H -2.0527 5.2825 0.0949 0.32
C -7.3276 1.7696 2.2177 -1.12
C -6.5952 0.9378 1.1820 0.32
O -7.1061 1.1651 -0.1287 -0.47
H -8.3928 1.5408 2.2070 0.26
H -6.9413 1.5797 3.2203 0.34
H -7.2237 2.8354 1.9994 0.33
H -6.7174 -0.1253 1.3896 0.28
H -5.5225 1.1705 1.1915 -0.17
H -6.9926 2.0991 -0.3290 0.27
C -9.6438 -1.3942 4.0665 -0.83
C -9.1100 -0.7179 5.3164 -0.28
O -9.1211 0.7019 5.1837 -0.49
H -9.0502 -1.1092 3.1964 0.10
H -9.6208 -2.4803 4.1665 0.34
H -10.6733 -1.0863 3.8709 0.33
H -8.0769 -1.0115 5.4981 0.26
H -9.7059 -1.0010 6.1899 0.29
H -10.0315 0.9738 5.0351 0.29
C 2.8475 -5.0150 4.4152 -0.92
C 2.3605 -3.6991 4.9897 0.17
O 3.1345 -2.5936 4.5206 -0.50
H 3.8879 -5.1882 4.6916 0.28
H 2.2441 -5.8473 4.7780 0.36
H 2.8002 -5.0016 3.3228 0.11
H 2.4302 -3.7154 6.0757 0.36
H 1.3185 -3.5193 4.7017 -0.08
H 3.0382 -2.5865 3.5625 0.23
C 6.0253 3.1920 -1.7461 -0.88
C 4.6705 3.4527 -1.1196 0.30
O 3.6641 3.6496 -2.1120 -0.59
H 6.3147 4.0282 -2.3833 0.31
H 6.7896 3.0470 -0.9851 0.22
H 5.9954 2.3003 -2.3760 0.26
H 4.6990 4.3536 -0.5069 0.30
H 4.3743 2.6088 -0.4800 -0.12
H 3.6365 2.8510 -2.6459 0.25
C -5.3831 6.1433 2.1295 -0.92
C -4.1325 6.2611 2.9799 -0.35
O -2.9625 6.3732 2.1670 -0.41
H -5.3153 5.2746 1.4722 0.17
H -6.2730 6.0438 2.7522 0.35
H -5.5015 7.0234 1.4932 0.36
H -4.0055 5.3740 3.5991 0.27
H -4.1964 7.1324 3.6379 0.30
H -3.0606 7.1630 1.6260 0.27
C 6.1587 3.0624 2.3800 -0.45
C 5.6449 4.3309 3.0383 -0.33
O 6.3814 5.4697 2.6122 -0.51
H 7.2137 2.9136 2.6101 0.28
H 5.5982 2.1883 2.7217 0.27
H 6.0720 3.1307 1.2935 -0.14
H 5.7505 4.2707 4.1201 0.35
H 4.5838 4.4829 2.8046 0.20
H 6.2881 5.5450 1.6579 0.29
C 10.5868 0.5566 -0.6320 -1.15
C 9.2186 0.8197 -0.0354 -0.16
O 8.2353 1.0062 -1.0588 -0.36
H 10.8896 1.3826 -1.2729 0.29
H 11.3347 0.4260 0.1523 0.39
H 10.5717 -0.3389 -1.2522 0.28
H 9.2280 1.7279 0.5666 0.23
H 8.9110 -0.0143 0.6052 0.28
H 8.2148 0.2024 -1.5868 0.21
C -4.2055 -5.6039 0.3161 -0.64
C -5.5277 -5.4739 1.0519 -0.36
O -6.6120 -5.3202 0.1433 -0.48
H -4.0327 -4.7271 -0.3106 -0.09
H -3.3734 -5.7068 1.0155 0.37
H -4.2146 -6.4758 -0.3420 0.36
H -5.5237 -4.5923 1.6925 0.23
H -5.7051 -6.3536 1.6795 0.35
H -6.6341 -6.0989 -0.4211 0.29
C 10.3419 -0.7374 -5.6969 -1.09
C 10.3682 0.3380 -4.6260 -0.04
O 11.2864 0.0137 -3.5841 -0.45
H 10.0673 -1.6997 -5.2630 0.30
H 9.6282 -0.4902 -6.4843 0.33
H 11.3289 -0.8558 -6.1490 0.32
H 9.3869 0.4417 -4.1630 0.14
H 10.6457 1.3039 -5.0596 0.27
H 12.1600 -0.0666 -3.9790 0.26
```